The following is a DFT calculation (ωB97M-V with the def2-TZVPD basis set) of C36H90BF4N6Na2O12 as an isolated structure in a non-equilibrium geometry.

Atoms and positions in Å:
H 0.829 -2.426 3.547
H -2.148 -6.827 -0.714
H 5.889 0.974 -0.160
C -4.607 -6.059 -0.496
C -1.985 -1.927 -3.270
C -3.481 2.018 5.824
O -3.099 0.386 2.100
H -2.042 0.596 -4.272
H 5.521 4.486 0.232
H 1.371 0.440 5.387
C -5.998 -4.729 2.616
C 5.098 4.112 -0.703
H 0.388 -3.385 -5.082
H 2.555 -4.083 -2.306
H 5.510 4.681 -1.541
Na 3.569 1.925 -2.969
H -0.484 2.321 -3.545
B 2.431 -0.354 -0.950
C 0.178 -3.026 -0.310
H -6.513 -3.779 2.777
C 4.690 -3.886 -2.597
O 6.300 -3.309 -0.031
Na 0.895 -0.530 -4.104
C 2.057 -6.180 -3.659
H -6.740 -5.515 2.773
H 5.291 -1.525 -0.105
H -3.004 0.303 0.082
H 6.656 2.343 0.542
C 6.110 -1.972 -2.032
H 1.424 3.560 -3.104
H -2.196 3.281 -1.667
H 1.568 8.288 -3.691
H -0.574 0.664 1.903
C -2.541 2.747 4.870
C 1.661 4.144 -2.201
H 5.513 -4.417 -3.076
O -0.695 -2.207 -3.805
H 1.968 -1.164 3.826
H 3.334 5.203 -2.462
H -5.704 -6.826 1.250
F 2.153 -1.206 -2.028
H 0.425 3.118 0.271
C -5.695 2.150 6.658
H -1.172 4.530 2.435
C -0.545 4.558 1.533
C -0.226 3.132 1.157
H 7.516 -3.172 1.663
H -2.783 -2.002 -4.012
H -0.178 2.104 6.009
H -0.466 0.675 0.098
H -3.653 -4.331 -0.346
H 6.962 -2.513 -2.452
H -2.149 -2.668 -2.478
F 3.700 0.205 -1.235
C -0.652 -3.205 -4.824
H -3.057 1.782 6.806
C 0.862 5.437 -2.172
C -2.186 -5.792 -0.358
O 5.382 2.764 -1.023
C -2.365 0.073 0.951
H -4.006 -1.361 2.654
H 0.618 6.965 0.773
H -0.065 -5.563 -0.689
H -4.841 2.394 -3.250
H -0.036 7.634 -3.343
H -6.167 1.404 6.007
H -2.844 -0.298 -2.263
H 0.891 1.215 3.906
H 2.970 -3.630 -3.907
C -2.354 2.497 -2.411
H 1.423 -6.089 -2.768
H -2.142 -1.004 0.890
H 3.140 3.497 -0.130
N 4.870 -2.431 -2.641
H -3.018 1.770 -1.933
C 0.980 -1.355 3.404
H -3.779 1.052 5.389
H -1.224 0.680 6.002
O 1.591 6.404 -2.872
H 0.696 5.768 -1.140
H 0.505 2.722 1.873
C -0.996 -5.011 -0.852
C -1.833 -0.570 -2.594
C 5.697 2.003 0.136
C -4.298 3.313 -3.483
F 2.414 -0.994 0.276
H -1.933 1.107 3.894
H -4.450 4.066 -2.706
C 3.314 -4.274 -3.080
H 5.766 -2.680 1.835
H -4.092 -6.293 1.607
H 7.020 -1.323 -0.239
H 4.065 -2.061 -2.154
O 0.678 5.199 1.856
H -0.501 1.598 -1.939
H 0.310 -2.814 -1.374
H -4.973 -0.370 1.508
H 0.129 -2.117 0.289
C -0.622 1.338 5.371
H -1.943 2.525 1.812
O -5.485 -4.761 1.300
O -0.981 -3.802 -0.128
H -2.153 -5.915 0.733
H -1.125 -4.873 -1.933
C -4.973 -6.048 1.002
C 0.516 0.570 4.714
H -5.453 1.692 7.622
H -3.218 3.178 4.125
O -4.639 2.813 6.018
H -4.733 0.180 3.197
N -1.373 0.475 -3.520
F 1.471 0.691 -0.992
C 6.196 -1.997 -0.513
H 1.484 7.001 2.327
C 0.614 6.607 1.808
H 1.275 3.468 -1.434
H 1.008 8.166 -2.015
C 6.479 -3.364 1.361
H 4.971 2.028 0.949
O -2.904 3.071 -3.588
H -4.368 -7.087 -0.776
C -1.091 0.888 0.960
H -0.115 5.165 -2.593
H -2.089 3.613 5.361
N -1.481 1.915 4.321
H -0.275 6.990 2.317
H -6.445 2.920 6.850
H -4.722 3.700 -4.407
H 1.532 -5.652 -4.464
H -1.103 5.126 0.783
H -1.150 -0.638 -1.749
H 1.059 -3.537 0.105
N 3.121 4.284 -2.082
H 4.739 -4.233 -1.557
H -5.190 -4.742 3.354
H -5.524 -5.748 -0.997
O 3.333 -5.637 -3.421
N -3.450 -5.222 -0.785
O 0.017 -0.624 4.167
N -1.413 2.313 0.968
H 2.206 -7.234 -3.877
C -1.099 1.764 -2.837
H 6.322 -0.937 -2.320
C 1.002 7.673 -2.996
C -4.283 -0.344 2.356
H -1.224 -2.852 -5.689
H 3.356 5.305 -0.224
H -1.150 -4.121 -4.495
H 0.819 -1.098 2.359
H 6.289 -4.359 1.770
C 3.575 4.334 -0.677

frontier orbital gap: 6.45 eV
charge: +1
ΔE to the lowest compared entry with this formula, charge and spin: 22.9 kJ/mol